1.
66
Properties=species:S:1:pos:R:3 method="wB97M-V/def2-TZVPD" total_energy_ha=-1975.5911 homo_lumo_gap_ev=10.5 total_charge=0
P 0.65 2.61 -0.94
O 2.62 1.01 0.85
O 0.42 -3.83 3.25
O -2.27 -2.93 -2.39
O 2.31 -0.78 -0.77
O -0.08 3.38 0.35
O -1.51 6.69 3.01
O 2.07 3.09 -1.10
O -0.22 3.08 -2.28
O -1.34 -4.99 -2.31
O 2.43 -4.42 2.42
O 0.54 0.98 -0.60
O -1.54 5.59 1.04
C 2.56 -0.58 -2.17
C 2.24 -2.26 3.32
C 3.74 -3.82 2.37
C -2.27 0.51 -2.31
C 1.56 -3.56 3.00
C -2.50 5.07 4.38
C -2.62 1.32 -3.60
C -1.45 2.20 -4.20
C -0.96 -5.90 -1.26
C -0.10 2.16 -3.40
C -2.07 4.41 3.08
C -0.72 -5.03 -0.05
C 3.48 -2.33 2.45
C -1.67 6.34 4.39
C -1.71 -3.90 -0.25
C -1.81 -3.84 -1.75
C -1.70 5.60 2.23
C 1.75 -1.62 -3.06
B 1.79 0.43 -0.19
H -3.56 5.32 4.33
H -1.92 1.13 -1.45
H 4.23 -4.10 1.44
H 0.30 -4.63 -0.07
H -2.34 4.45 5.27
H 2.19 -1.71 -4.09
H -2.16 7.15 4.92
H -1.82 3.26 -4.21
H 0.69 -1.29 -3.19
H 4.33 -4.19 3.21
H -1.22 1.90 -5.25
H -2.69 -4.13 0.16
H 1.77 -2.64 -2.60
H 2.69 0.31 1.53
H 2.48 -2.24 4.39
H -3.23 0.03 -1.96
H -2.87 3.84 2.63
H -2.92 0.57 -4.38
H 0.25 1.14 -3.13
H -0.07 -6.45 -1.56
H 0.68 2.60 -4.08
H -0.67 6.18 4.82
H 3.64 -0.82 -2.35
H 4.33 -1.78 2.85
H 3.26 -1.93 1.46
H -1.78 -6.61 -1.11
H 1.61 -1.41 3.06
H -1.58 -0.35 -2.49
H -1.34 -2.96 0.15
H -0.86 -5.56 0.90
H 2.35 0.46 -2.52
H -3.53 1.93 -3.38
H -1.18 3.78 3.22
H -0.69 4.06 -0.02


2.
10
Properties=species:S:1:pos:R:3 method="wB97M-V/def2-TZVPD" total_energy_ha=-322.2141 homo_lumo_gap_ev=10.3 smiles="C#CCC(=O)C#N" de_lowest_kcal_mol=48.7 total_charge=0
O -0.21 1.12 1.08
N -2.77 1.75 -0.90
C 1.27 -0.84 0.10
C -0.02 -0.67 -0.55
C -1.85 1.16 -0.52
C -0.64 0.58 0.09
C 2.11 -0.62 0.94
H 2.79 -0.37 1.72
H -0.68 -1.53 -0.33
H 0.00 -0.58 -1.64


3.
63
Properties=species:S:1:pos:R:3 method="wB97M-V/def2-TZVPD" total_energy_ha=-12406.0037 homo_lumo_gap_ev=6.3 de_lowest_kcal_mol=67.0 total_charge=-1
Sb 2.30 1.08 2.68
Zr 0.08 1.52 0.62
Se 3.52 2.77 3.93
Se 2.60 1.57 0.20
Se 3.09 -1.13 3.26
Se -0.18 1.30 3.16
P 0.34 -1.77 0.23
P -2.76 1.82 0.11
P -0.66 1.98 -2.12
O 0.37 3.18 -1.92
O -4.15 1.61 -0.28
O -1.11 1.83 -3.50
O -0.04 0.81 -1.34
O -1.84 2.55 -1.08
O -2.63 2.98 1.21
O -1.84 0.72 0.62
N -0.09 6.02 0.80
N 0.27 3.86 0.95
C 0.23 -5.87 0.62
C -0.73 7.28 0.46
C -1.85 -1.60 -1.69
C 0.14 -4.58 0.13
C 3.72 -2.17 -2.92
C -0.50 4.81 0.43
C 1.58 -1.97 -1.12
C 0.95 -3.72 2.22
C 1.23 4.52 1.69
C -2.31 -2.36 0.53
C -3.66 -2.38 0.25
C 0.68 -6.10 1.92
C 1.05 -5.02 2.71
C 3.95 -2.06 -1.55
C 1.35 -2.11 -2.48
C 2.41 -2.20 -3.38
C -3.21 -1.62 -1.97
C 1.02 5.85 1.61
C -4.12 -2.01 -1.00
C 2.90 -1.96 -0.66
C 0.49 -3.49 0.93
C -1.37 -1.96 -0.43
H -4.36 -2.66 1.03
H -1.59 7.47 1.10
H 2.01 4.00 2.23
H 2.20 -2.30 -4.44
H -1.05 7.27 -0.57
H -0.06 -6.70 -0.01
H -5.18 -1.99 -1.22
H -1.18 -1.24 -2.45
H -3.55 -1.31 -2.95
H -0.01 8.09 0.60
H 4.97 -2.03 -1.17
H 1.55 6.68 2.05
H -1.35 4.65 -0.21
H 1.41 -5.18 3.72
H 0.71 3.42 -2.79
H -0.22 -4.42 -0.88
H 0.75 -7.11 2.30
H 3.09 -1.88 0.40
H 4.54 -2.22 -3.61
H 1.24 -2.88 2.83
H -1.97 -2.63 1.53
H 0.34 -2.15 -2.87
H -3.50 3.13 1.59


4.
8
Properties=species:S:1:pos:R:3 method="wB97M-V/def2-TZVPD" total_energy_ha=-283.2302 homo_lumo_gap_ev=10.5 de_lowest_kcal_mol=17.4 total_charge=0
O -0.25 -1.59 1.31
O 1.27 -0.02 0.91
N -0.42 0.69 -1.34
C -0.80 0.05 -0.33
C 0.08 -0.60 0.72
H 0.59 0.78 -1.47
H -1.86 -0.10 -0.19
H 1.38 0.79 0.38


5.
10
Properties=species:S:1:pos:R:3 method="wB97M-V/def2-TZVPD" multiplicity=7 s2=12.0008 total_energy_ha=-1491.9467 homo_lumo_gap_ev="6.3 / 9.7" de_lowest_kcal_mol=54.9 total_charge=+2
Mn 4.02 1.37 0.73
O -3.50 1.18 0.13
O -1.23 0.71 0.00
O 1.64 0.81 -0.23
C -0.13 -0.85 -0.13
C -2.40 0.90 0.10
C 1.14 -0.22 -0.49
H -0.59 -1.31 -1.02
H -0.21 -1.13 0.93
H 1.27 -1.46 -0.02


6.
23
Properties=species:S:1:pos:R:3 method="wB97M-V/def2-TZVPD" total_energy_ha=-670.4893 homo_lumo_gap_ev=9.3 de_lowest_kcal_mol=74.3 total_charge=+1
P 1.89 -1.23 -0.17
O -0.81 0.38 -1.44
N 1.44 1.77 -0.83
C -1.20 -1.78 -0.31
C 1.24 1.30 0.56
C 0.81 -0.09 0.69
C -1.09 -0.32 -0.23
C -2.01 0.37 0.71
H 2.16 1.25 -1.33
H -0.86 -2.00 0.75
H 0.42 -0.36 1.71
H 2.62 -1.42 0.89
H -2.27 -2.03 -0.46
H 0.53 1.46 -1.35
H -0.78 -2.38 -1.06
H 0.34 1.91 1.08
H 1.63 2.70 -1.10
H -1.61 1.31 0.97
H -2.24 -0.19 1.56
H 1.34 -2.53 0.14
H -0.71 -0.18 -2.23
H 2.24 1.63 1.12
H -3.07 0.45 0.32